This record from the OMol25 dataset describes a 7-piece molecular cluster, C27H54F6N7O7PS overall. The level of theory is the ωB97M-V functional and the def2-TZVPD basis.

Geometry as ORCA input:
```
! wB97M-V def2-TZVPD RIJCOSX def2/J DEFGRID3
* xyz 0 1
O -1.04 -2.73 4.02
C -0.93 -2.44 2.87
C 0.20 -1.69 2.18
C 0.11 -2.10 0.69
C -0.10 -0.87 -0.23
C 1.18 -0.42 -0.98
C 1.85 0.82 -0.34
C 3.34 0.68 -0.06
F 3.75 1.64 0.81
F 3.63 -0.52 0.51
C 4.24 0.84 -1.32
F 4.42 2.10 -1.59
F 5.43 0.28 -1.14
F 3.69 0.27 -2.39
C -1.05 -3.14 0.75
F -0.42 -4.34 1.18
P -1.87 -3.66 -0.87
S -1.24 -5.39 -1.52
N -1.88 -2.71 1.84
H -0.07 -0.64 2.32
H 1.16 -1.88 2.67
H 0.99 -2.68 0.36
H -0.87 -1.06 -0.98
H -0.45 -0.03 0.37
H 0.92 -0.19 -2.01
H 1.90 -1.25 -1.03
H 1.39 1.09 0.62
H 1.74 1.70 -0.98
H -3.24 -3.69 -0.59
H -1.69 -2.61 -1.77
H -2.57 -3.41 2.09
C 0.14 -3.25 -4.03
O -0.07 -2.31 -3.27
N 1.29 -3.41 -4.71
C 1.51 -4.54 -5.58
C 2.34 -2.42 -4.54
H -0.59 -4.05 -4.20
H 2.37 -5.13 -5.24
H 1.70 -4.21 -6.60
H 0.63 -5.18 -5.58
H 2.65 -2.36 -3.49
H 1.99 -1.43 -4.84
H 3.20 -2.70 -5.15
C -2.17 1.64 2.97
O -2.14 2.35 1.97
N -3.30 1.20 3.56
C -3.27 0.34 4.72
C -4.57 1.60 3.00
H -1.25 1.29 3.47
H -3.75 -0.61 4.49
H -3.78 0.80 5.57
H -2.23 0.14 4.99
H -4.65 1.25 1.96
H -4.68 2.68 3.00
H -5.37 1.16 3.59
C 10.31 2.69 0.14
O 11.43 2.87 -0.32
N 9.47 1.72 -0.27
C 8.15 1.54 0.30
C 9.91 0.82 -1.33
H 9.89 3.32 0.94
H 8.06 0.55 0.75
H 7.38 1.65 -0.47
H 7.98 2.29 1.07
H 10.81 0.29 -1.03
H 10.14 1.39 -2.24
H 9.11 0.11 -1.54
C -6.18 -0.04 -0.41
O -5.20 -0.58 -0.88
N -6.36 1.30 -0.33
C -7.57 1.89 0.22
C -5.29 2.16 -0.81
H -7.04 -0.61 -0.02
H -8.06 2.51 -0.53
H -7.33 2.51 1.08
H -8.25 1.11 0.53
H -5.10 1.97 -1.87
H -4.37 1.98 -0.26
H -5.59 3.20 -0.67
C 6.84 -4.73 0.13
O 5.68 -5.05 -0.06
N 7.26 -3.46 0.34
C 8.65 -3.13 0.56
C 6.27 -2.40 0.35
H 7.66 -5.47 0.15
H 8.79 -2.66 1.53
H 9.01 -2.45 -0.22
H 9.25 -4.04 0.52
H 5.53 -2.57 1.13
H 5.74 -2.37 -0.61
H 6.76 -1.45 0.51
C -10.37 4.41 1.76
O -9.88 3.35 1.42
N -10.22 5.57 1.09
C -10.83 6.80 1.53
C -9.40 5.56 -0.11
H -11.00 4.51 2.66
H -11.51 7.19 0.77
H -10.07 7.56 1.74
H -11.40 6.62 2.44
H -9.82 4.88 -0.85
H -8.39 5.24 0.11
H -9.38 6.57 -0.53
*
```

SMILES: O=C1C[C@H](CCCC(F)(F)C(F)(F)F)[C@](F)([PH2]=S)N1.CN(C)C=O.CN(C)C=O.CN(C)C=O.CN(C)C=O.CN(C)C=O.CN(C)C=O
Total energy: -90068.3545 eV
Orbital gap: 0.32549 Eh
HOMO energy: -8.420 eV



This record from the OMol25 dataset describes C27H54O12S as an isolated structure. The level of theory is the ωB97M-V functional and the def2-TZVPD basis.

Geometry as ORCA input:
```
! wB97M-V def2-TZVPD RIJCOSX def2/J DEFGRID3
* xyz 0 1
O 0.50 2.06 1.73
C 0.27 2.31 0.58
O 1.12 1.99 -0.42
C 0.51 1.64 -1.67
C 1.02 0.27 -2.12
C 0.18 -0.88 -1.56
C -1.06 -1.10 -2.46
O -2.12 -1.72 -1.78
C -3.07 -0.90 -1.19
C -3.39 -1.13 0.13
C -4.37 -0.36 0.74
C -5.01 0.66 0.03
C -4.68 0.88 -1.30
C -3.71 0.09 -1.92
C 0.99 -2.19 -1.43
O 0.60 -2.77 -0.15
S 0.42 -1.57 0.84
O 1.72 -1.09 1.20
O -0.53 -1.88 1.84
O -0.27 -0.60 -0.22
H -0.62 2.86 0.27
H -0.58 1.64 -1.59
H 0.79 2.39 -2.41
H 0.93 0.24 -3.21
H 2.06 0.15 -1.85
H -0.76 -1.77 -3.26
H -1.36 -0.16 -2.93
H -2.89 -1.91 0.70
H -4.63 -0.54 1.77
H -5.76 1.26 0.52
H -5.19 1.65 -1.85
H -3.47 0.25 -2.96
H 0.80 -2.94 -2.20
H 2.06 -2.03 -1.37
C 3.76 -5.03 1.93
C 4.45 -4.10 0.95
C 5.35 -3.10 1.66
O 3.49 -3.42 0.14
H 3.13 -4.45 2.61
H 3.13 -5.74 1.41
H 4.49 -5.58 2.53
H 5.05 -4.69 0.25
H 4.76 -2.47 2.32
H 5.84 -2.44 0.93
H 6.12 -3.60 2.24
H 2.94 -2.89 0.74
C -1.48 -7.26 -3.41
C -0.29 -6.32 -3.42
C 0.63 -6.57 -2.23
O -0.73 -4.96 -3.43
H -2.08 -7.11 -2.50
H -2.13 -7.07 -4.27
H -1.17 -8.31 -3.44
H 0.27 -6.45 -4.35
H 0.10 -6.40 -1.30
H 1.48 -5.89 -2.26
H 1.01 -7.59 -2.23
H -1.23 -4.81 -2.62
C -1.24 4.63 3.04
C -2.67 4.44 2.57
C -3.65 4.46 3.73
O -2.78 3.23 1.82
H -0.94 3.82 3.71
H -0.56 4.62 2.19
H -1.12 5.58 3.57
H -2.93 5.24 1.87
H -3.42 3.64 4.42
H -4.67 4.32 3.38
H -3.59 5.40 4.28
H -2.53 2.50 2.39
C 4.74 -2.03 -5.69
C 3.39 -1.93 -5.01
C 2.51 -0.88 -5.66
O 3.55 -1.66 -3.61
H 5.28 -1.08 -5.61
H 5.35 -2.80 -5.20
H 4.64 -2.28 -6.74
H 2.89 -2.90 -5.05
H 2.98 0.11 -5.59
H 1.54 -0.82 -5.17
H 2.35 -1.10 -6.72
H 4.01 -0.81 -3.53
C -2.82 8.16 6.87
C -1.77 7.68 5.87
C -0.40 8.26 6.17
O -2.17 7.99 4.54
H -2.92 9.24 6.82
H -3.79 7.72 6.64
H -2.55 7.89 7.89
H -1.72 6.59 5.90
H -0.43 9.35 6.10
H 0.33 7.90 5.45
H -0.06 7.99 7.17
H -2.23 8.95 4.46
*
```

Total energy: -64279.0403 eV
Orbital gap: 0.34084 Eh
HOMO energy: -8.762 eV